78
Properties=species:S:1:pos:R:3 method="wB97M-V/def2-TZVPD" relative_energy_ev=0.2629 lumo_energy_ev=3.858 total_charge=-2
Rb -0.628 -0.134 -0.385
O 1.832 -2.006 2.973
C 1.226 -2.060 1.776
O 0.035 -2.027 1.629
C 2.230 -2.150 0.640
O 1.630 -1.690 -0.536
C 2.555 -1.631 -1.621
C 2.043 -0.826 -2.837
O 2.842 -0.844 -3.793
O 0.946 -0.241 -2.722
H 1.328 -1.323 3.484
H 2.609 -3.178 0.544
H 3.072 -1.509 0.925
H 2.813 -2.645 -1.948
H 3.480 -1.144 -1.287
Cl -3.289 -2.940 0.662
C -4.399 -1.941 -0.273
C -3.859 -0.874 -0.965
C -4.793 -0.106 -1.629
Cl -4.215 1.274 -2.574
C -6.168 -0.339 -1.616
Cl -7.288 0.703 -2.446
C -6.653 -1.440 -0.914
Cl -8.355 -1.782 -0.886
C -5.755 -2.258 -0.236
Cl -6.350 -3.644 0.635
O 0.933 1.477 4.013
N 1.023 0.481 3.284
O 1.210 0.676 2.065
C -3.011 4.285 -0.691
P -1.406 3.400 -0.450
C -0.388 4.583 0.507
C -0.418 5.968 0.366
C 0.384 6.772 1.159
C 1.230 6.197 2.103
C 1.268 4.818 2.253
C 0.459 4.014 1.461
C -0.673 3.497 -2.135
C -1.429 3.766 -3.275
C -0.888 3.586 -4.542
C 0.407 3.114 -4.687
C 1.167 2.836 -3.560
C 0.634 3.037 -2.299
P -3.877 4.681 0.903
C -3.516 3.149 1.831
C -3.944 1.886 1.424
C -3.443 0.750 2.044
C -2.495 0.867 3.055
C -2.076 2.121 3.478
C -2.599 3.256 2.873
C -5.634 4.406 0.430
C -6.544 4.103 1.445
C -7.892 3.944 1.171
C -8.363 4.102 -0.127
C -7.474 4.416 -1.141
C -6.120 4.566 -0.865
H -3.629 3.584 -1.255
H -2.892 5.204 -1.270
H -1.075 6.425 -0.366
H 0.349 7.849 1.046
H 1.853 6.828 2.726
H 1.903 4.350 2.995
H 0.478 2.937 1.608
H -2.457 4.095 -3.186
H -1.498 3.783 -5.416
H 0.812 2.922 -5.672
H 2.152 2.402 -3.668
H 1.222 2.778 -1.424
H -4.634 1.780 0.593
H -3.757 -0.227 1.702
H -2.058 -0.022 3.491
H -1.305 2.199 4.232
H -2.251 4.238 3.174
H -6.181 3.964 2.458
H -8.577 3.684 1.968
H -9.414 3.959 -0.348
H -7.827 4.518 -2.160
H -5.441 4.792 -1.676

***

77
Properties=species:S:1:pos:R:3 method="wB97M-V/def2-TZVPD" lumo_energy_ev=3.520 total_charge=-2
Zn 0.438 1.235 -0.591
I -0.165 3.430 1.611
C -1.163 4.415 0.017
C -1.900 5.516 0.360
C -2.528 6.287 -0.635
C -2.386 5.933 -1.945
C -1.643 4.788 -2.314
C -1.487 4.458 -3.677
C -0.749 3.368 -4.038
C -0.176 2.543 -3.053
C -0.296 2.793 -1.701
C -1.017 3.963 -1.321
H -1.984 5.806 1.399
H -3.091 7.167 -0.350
H -2.830 6.534 -2.732
H -1.955 5.093 -4.422
H -0.611 3.125 -5.087
H 0.399 1.680 -3.367
C -7.434 -0.497 1.797
C -5.940 -0.412 1.970
C -5.229 0.699 1.526
C -3.845 0.729 1.604
C -3.168 -0.353 2.139
C -3.861 -1.447 2.628
C -5.244 -1.474 2.542
S -1.377 -0.397 2.014
O -0.972 -1.756 2.288
O -0.863 0.596 2.926
N -1.083 0.077 0.514
C -1.352 -0.785 -0.521
C -2.091 -1.986 -0.452
C -2.159 -2.787 -1.570
C -1.530 -2.394 -2.746
C -0.878 -1.176 -2.747
N -0.807 -0.385 -1.683
H -7.876 0.492 1.680
H -7.899 -0.990 2.651
H -7.670 -1.081 0.905
H -5.762 1.537 1.094
H -3.280 1.576 1.235
H -3.299 -2.272 3.047
H -5.790 -2.338 2.903
H -2.537 -2.292 0.478
H -2.695 -3.727 -1.523
H -1.534 -3.023 -3.623
H -0.364 -0.814 -3.630
N 2.149 0.758 1.310
C 2.952 -0.458 1.119
C 3.495 -1.096 2.363
C 4.502 -1.962 2.282
C 5.159 -2.279 0.986
C 5.180 -1.169 -0.069
C 3.991 -0.199 0.015
S 6.804 -3.018 1.309
O 7.435 -2.156 2.304
O 6.487 -4.354 1.807
O 7.471 -3.017 0.009
H 1.473 0.620 2.052
H 2.764 1.506 1.619
H 2.991 -0.873 3.299
H 4.914 -2.461 3.152
H 6.162 -0.761 -0.292
H 4.181 0.853 -0.193
I 2.914 -5.732 0.977
C 3.100 -3.706 0.424
C 4.422 -3.228 -0.037
C 4.401 -2.062 -1.070
C 3.198 -1.102 -0.965
C 2.192 -1.460 0.160
C 2.071 -2.888 0.574
C 2.537 -0.414 -2.154
O 2.626 -0.869 -3.293
O 1.947 0.679 -1.823
H 5.106 -4.026 -0.316
H 4.737 -2.294 -2.077
H 1.202 -1.087 -0.058
H 1.120 -3.199 0.986